(1)
Here is a cluster of 2 separate species, C4H13NO2 in total at a distorted geometry from OMol25. Energies are from ωB97M-V/def2-TZVPD.

The geometry in XYZ format:
```
20
Properties=species:S:1:pos:R:3:forces:R:3
O 2.17528 -0.11346 2.95030 0.05 -0.27 -0.27
O -2.34248 1.95288 -0.43992 -0.56 0.34 -0.09
N 1.33257 -1.96850 -0.28958 0.40 0.23 0.37
C -0.24493 -0.39773 -1.48913 0.55 0.20 0.75
C -1.26423 1.30186 0.16612 1.02 -0.05 0.38
C -0.11300 0.95928 -0.78252 -0.14 -0.44 0.14
C -0.06113 -1.58703 -0.54492 0.69 -0.19 -0.04
H 1.81326 -2.44856 -1.03770 -0.37 -0.04 -0.27
H -1.21993 -0.47375 -1.96119 -0.05 0.03 -0.45
H 1.89527 -1.14636 -0.10166 -0.04 0.05 0.01
H -0.55983 -2.45483 -0.95263 -0.20 -0.29 -0.01
H -0.47147 -1.40159 0.44678 -0.37 0.12 -0.09
H -1.55635 0.41485 0.73719 -0.32 -0.22 -0.27
H 0.80499 0.95168 -0.17771 -0.01 0.12 -0.27
H -0.01832 1.70337 -1.57720 0.06 0.35 0.37
H -2.52526 1.58719 -1.30696 0.04 -0.21 -0.07
H -0.88469 1.96333 0.94585 -0.09 0.31 -0.14
H 0.59087 -0.42805 -2.20224 -0.58 -0.24 -0.33
H 2.23659 -0.50232 2.06708 -0.06 0.11 0.16
H 2.26589 -0.88281 3.52289 -0.03 0.09 0.10
```
Forces are in eV/Å.

Values from the calculation:
strongest force on any atom	1.092	eV/A
SMILES	NCCCCO.O
DFT total energy	-9943.3605	eV
lowest unoccupied orbital energy	0.84	eV
2S+1	1

Results of the natural (NBO) charge analysis, in e, for atoms 1 through 5:
1 O -0.93
2 O -0.71
3 N -0.84
4 C -0.42
5 C -0.06

(2)
Here is a cluster of 4 separate species, C4H13NO2 in total at a distorted geometry from OMol25. Energies are from ωB97M-V/def2-TZVPD.

The geometry in XYZ format:
```
20
Properties=species:S:1:pos:R:3:forces:R:3
O -1.96897 -1.67083 0.17421 0.25 0.03 -0.75
O -1.84753 0.43414 1.43580 0.33 1.06 -0.15
N 3.42954 -0.94935 0.03808 -2.93 2.78 -1.43
C -0.20206 1.05318 -1.01387 -0.32 2.37 -1.00
C 0.44414 0.20009 -0.16028 0.47 0.62 -0.55
C -1.57428 0.79964 -1.54797 -1.35 -2.02 1.90
C 1.44558 0.51357 0.79657 -5.10 2.42 0.13
H 0.27652 2.02486 -1.14633 -0.19 0.16 -0.38
H -2.14216 0.39989 2.34522 -0.23 -0.31 -0.06
H -2.06599 -2.61203 0.33098 -0.09 0.10 0.17
H 3.25120 -1.64219 -0.65130 -1.14 -0.66 -0.17
H -2.06723 -0.42397 0.92336 0.05 -0.59 0.88
H 2.37966 -0.17056 0.49113 3.99 -3.13 -1.14
H -0.09698 -0.66753 -0.28905 -0.43 -3.20 1.17
H -2.32688 1.45391 -1.05069 0.81 0.36 -0.32
H 0.97615 0.16969 1.72318 1.19 -0.74 0.38
H 4.26937 -1.05594 0.47857 2.12 -0.13 2.29
H 1.64528 1.59763 0.84905 0.70 -0.58 -0.21
H -1.95678 -0.20421 -1.12438 0.89 0.92 -0.65
H -1.86859 0.75000 -2.60229 0.97 0.53 -0.10
```
Forces are in eV/Å.

Values from the calculation:
strongest force on any atom	5.644	eV/A
DFT total energy	-9935.0179	eV
lowest unoccupied orbital energy	-4.16	eV
2S+1	1

Results of the natural (NBO) charge analysis, in e, for atoms 1 through 5:
1 O -1.20
2 O -1.06
3 N -0.91
4 C 0.19
5 C -0.12